Here is 9 unconnected molecules or ions with the total composition C46H69N9O14 in a non-equilibrium geometry from the OMol25 dataset. Energies are from ωB97M-V/def2-TZVPD.

Computed properties:
* frontier orbital gap: 7.8 eV
* total energy: -3339.79795 hartree
* HOMO level: -8.63 eV
* maximum force: 2.580 eV/Å

XYZ file:
```
138
Properties=species:S:1:pos:R:3:mulliken_charge:R:1
C -0.1243 -7.6665 5.1786 -1.519
C -0.9887 -7.5615 3.9032 0.721
C -0.1472 -7.1966 2.6830 -0.577
O 0.5279 -5.9910 2.9728 -0.370
C 0.9627 -5.3530 1.7840 -0.716
N -1.7057 -8.8103 3.6530 -0.670
H -0.6281 -8.1698 6.0072 0.449
H 0.1333 -6.6603 5.5207 0.331
H 0.8109 -8.2138 5.0310 0.290
H -1.7729 -6.8369 4.1250 0.149
H -0.8632 -7.1049 1.8577 0.242
H 0.5462 -8.0084 2.4311 0.268
H 0.2174 -4.9732 1.0888 0.376
H 1.7605 -5.9539 1.3199 0.401
H 1.6442 -4.5509 2.0983 0.077
H -2.3082 -8.9533 4.4616 0.289
H -1.1178 -9.6395 3.7095 0.243
C 0.7116 5.9072 -4.7660 -1.077
C 1.8520 4.8816 -4.8187 0.252
C 1.9678 4.0158 -3.5867 -0.134
O 1.8640 4.8916 -2.4851 -0.382
C 1.6176 4.2264 -1.2662 -0.499
N 1.6444 4.1153 -6.0653 -0.498
H -0.1366 5.4762 -4.2249 -0.138
H 0.4551 6.1954 -5.7802 0.463
H 0.9409 6.7850 -4.1605 0.371
H 2.7632 5.4879 -4.9056 0.301
H 2.9157 3.4652 -3.6170 0.334
H 1.1323 3.3031 -3.5558 -0.089
H 0.5442 4.0859 -1.0968 0.151
H 2.0368 4.8132 -0.4550 -0.039
H 2.0295 3.2147 -1.2142 0.509
H 1.8805 4.6476 -6.8917 0.244
H 2.2306 3.2862 -6.0785 0.203
C 6.0407 -2.2666 1.2873 -1.204
C 5.7279 -3.7688 1.0884 0.200
C 4.7656 -4.1904 2.1777 -0.323
O 4.5042 -5.5888 2.0681 -0.335
C 3.9792 -6.1602 3.2297 -0.851
N 5.2053 -3.9579 -0.2476 -0.724
H 6.4082 -2.1714 2.3142 0.387
H 5.1136 -1.6954 1.1913 0.067
H 6.7666 -1.8342 0.6045 0.372
H 6.6849 -4.2908 1.1742 0.402
H 3.7954 -3.7015 2.0250 0.049
H 5.1243 -3.9995 3.1954 0.414
H 3.1828 -5.5386 3.6546 0.372
H 4.7483 -6.2962 4.0015 0.381
H 3.5606 -7.1447 3.0244 0.243
H 4.2185 -3.6883 -0.2868 0.422
H 5.1104 -4.9623 -0.4106 0.396
C -2.0496 4.7243 -6.7672 -1.285
C -2.3162 3.2608 -6.4322 0.467
C -1.5178 2.7350 -5.2378 0.137
O -1.7477 1.3464 -5.0562 -0.492
C -1.5400 0.9666 -3.7142 -0.452
N -3.7558 3.1434 -6.1608 -0.770
H -2.4671 5.3914 -6.0057 0.366
H -2.5605 5.0005 -7.6925 0.434
H -1.0179 5.0647 -6.8138 0.100
H -2.0481 2.6121 -7.2759 0.273
H -1.8703 3.2779 -4.3484 -0.133
H -0.4411 2.9177 -5.2915 0.096
H -1.8714 -0.0689 -3.6474 0.461
H -2.1071 1.4983 -2.9453 0.062
H -0.4869 1.0005 -3.4147 0.231
H -4.2285 3.4758 -6.9971 0.254
H -4.0245 2.1672 -6.0801 0.255
C -1.2269 7.3977 1.1641 -0.292
C -1.1177 7.3533 -0.2257 -0.699
C -1.3439 6.1419 -0.8607 0.088
C -1.7843 5.0567 -0.1171 0.010
C -1.9043 5.1221 1.2665 -0.139
C -1.7093 6.3429 1.9053 -0.843
N -1.9738 3.7725 -0.7709 0.607
O -2.5478 2.8776 -0.1723 -0.475
O -1.4923 3.6251 -1.8764 -0.252
H -1.0012 8.3528 1.6260 0.393
H -0.7198 8.2239 -0.7245 0.413
H -1.1795 6.0648 -1.9269 0.304
H -2.2228 4.2587 1.8330 0.469
H -1.7786 6.4095 2.9816 0.393
C -5.1914 -6.1838 3.4336 -0.350
C -4.5861 -6.8767 2.3927 -0.690
C -3.8798 -6.1718 1.4318 -0.360
C -3.8820 -4.7873 1.4771 -0.273
C -4.5284 -4.0842 2.4713 -0.236
C -5.1382 -4.7966 3.4769 -0.884
N -3.0154 -4.0565 0.5196 1.385
O -2.5571 -4.6080 -0.4572 -0.659
O -2.7513 -2.9051 0.8283 -0.610
H -5.6378 -6.7693 4.2269 0.404
H -4.7377 -7.9436 2.2962 0.409
H -3.3750 -6.6560 0.6050 0.521
H -4.5107 -3.0071 2.4431 0.878
H -5.6122 -4.3270 4.3302 0.417
C -5.8578 -0.3113 2.0220 -0.232
C -5.0780 0.5550 1.2566 -0.565
C -4.6796 0.1269 0.0152 -0.045
C -5.0958 -1.0959 -0.4986 -0.526
C -5.9091 -1.9378 0.2571 0.050
C -6.2924 -1.5151 1.5209 -0.812
N -4.6759 -1.4755 -1.8309 1.093
O -3.9991 -0.7070 -2.4684 -0.612
O -5.0665 -2.5435 -2.2513 -0.635
H -6.1103 0.0326 3.0194 0.392
H -4.7713 1.5550 1.5299 0.486
H -4.0803 0.7607 -0.6279 0.468
H -6.2885 -2.8745 -0.1247 0.509
H -6.9242 -2.1632 2.1138 0.462
C -0.0364 1.3112 0.0585 -0.109
C -0.9240 0.3257 -0.3282 0.015
C -0.4665 -0.9301 -0.7222 -0.510
C 0.8835 -1.2428 -0.5203 -0.339
C 1.7508 -0.2987 -0.0213 -0.565
C 1.3131 0.9972 0.1940 -0.523
N 1.3844 -2.5823 -0.7834 1.006
O 0.6777 -3.3321 -1.4211 -0.595
O 2.4655 -2.9098 -0.3168 -0.829
H -0.3412 2.3409 0.1893 0.715
H -1.9926 0.4559 -0.4395 -0.042
H -1.1842 -1.6946 -0.9849 0.614
H 2.7700 -0.6180 0.1594 0.600
H 1.9346 1.8636 0.3832 0.420
C 7.0882 5.8888 3.4339 -0.443
C 6.9967 4.7571 2.6259 -0.558
C 5.7493 4.3797 2.1462 -0.317
C 4.6455 5.2040 2.3789 0.227
C 4.7462 6.3922 3.0965 -0.382
C 5.9973 6.7349 3.5668 -0.388
N 3.3500 4.7084 1.9436 1.013
O 3.2570 3.5775 1.5346 -0.581
O 2.4092 5.4713 2.0337 -0.595
H 7.9770 6.2341 3.9455 0.355
H 7.8599 4.1360 2.4363 0.371
H 5.6267 3.4673 1.5834 0.453
H 3.8849 7.0393 3.1661 0.439
H 6.1286 7.6773 4.0830 0.357
```